C34H39IrN3PSbSe2Si as an isolated structure, computed with wB97M-V/def2-TZVPD.

Calculated values
charge = +2
DFT total energy = -7260.99647 Ha
HOMO-LUMO gap (spin up / spin down) = 7.985 / 6.125 eV
LUMO level (spin up / spin down) = -5.32 / -7.78 eV
spin multiplicity = 6

Cartesian coordinates (Å):
Ir: 0.0793 -0.0061 -0.1938
C: 2.7543 1.8133 -1.5003
C: 1.4980 1.9465 -2.3083
C: 1.3688 2.9801 -3.2328
C: 0.2554 3.0487 -4.0428
C: -0.6974 2.0368 -3.9684
C: -0.5340 1.0362 -3.0287
N: 0.5221 1.0228 -2.1835
Sb: -1.8407 -0.6878 -3.1551
C: -0.3318 -2.0871 -2.4818
C: -0.3424 -3.3156 -3.1358
C: 0.6543 -4.2482 -2.8518
C: 1.6580 -3.8950 -1.9856
C: 1.6472 -2.6307 -1.3599
C: 2.7090 -2.2386 -0.5378
N: 0.6017 -1.7672 -1.5743
C: -2.7909 -0.4919 -1.2261
C: -4.1691 -0.3639 -1.2491
C: -4.8630 -0.3099 -0.0464
C: -4.1556 -0.4355 1.1304
C: -2.7722 -0.5720 1.1067
C: -2.0189 -0.7583 2.3852
N: -2.1021 -0.5722 -0.0677
H: 3.5720 1.5192 -2.1646
H: 3.0284 2.7554 -1.0249
H: 2.6527 1.0522 -0.7341
H: 2.1585 3.7175 -3.3108
H: 0.1416 3.8586 -4.7544
H: -1.5494 2.0234 -4.6366
H: -1.1151 -3.5342 -3.8617
H: 0.6493 -5.2210 -3.3284
H: 2.4816 -4.5659 -1.7772
H: 3.5449 -2.9041 -0.3638
H: 2.7335 -1.2601 -0.0776
H: 1.6921 -2.8543 1.7221
H: -4.6931 -0.3080 -2.1947
H: -5.9392 -0.1891 -0.0332
H: -4.6636 -0.4320 2.0858
H: -2.6293 -0.4639 3.2390
H: -1.7425 -1.8090 2.5019
H: -1.1011 -0.1726 2.4018
Se: -1.6086 2.6329 -0.1272
P: -0.4339 2.9766 1.6811
Se: 1.1333 1.4308 1.6311
C: -1.4598 2.7193 3.1402
C: -2.7948 3.1263 3.0989
C: -3.6011 2.9390 4.2118
C: -3.0780 2.3527 5.3583
C: -1.7442 1.9635 5.4022
C: -0.9303 2.1419 4.2924
C: 0.2466 4.6293 1.7416
C: -0.0006 5.5556 0.7326
C: 0.5033 6.8434 0.8555
C: 1.2509 7.1932 1.9712
C: 1.4999 6.2621 2.9738
C: 0.9961 4.9784 2.8668
H: -3.2029 3.5878 2.2063
H: -4.6364 3.2593 4.1872
H: -3.7114 2.2022 6.2243
H: -1.3367 1.5174 6.3014
H: 0.1058 1.8319 4.3277
H: -0.5785 5.2813 -0.1401
H: 0.3107 7.5710 0.0775
H: 1.6412 8.1991 2.0624
H: 2.0829 6.5411 3.8426
H: 1.1822 4.2565 3.6555
C: -0.1026 -1.6622 5.0364
Si: 1.0896 -2.7470 4.0933
C: 2.8489 -2.2022 4.3735
C: 0.8314 -4.5461 4.4890
C: 0.7738 -2.5651 2.2307
H: 0.0094 -1.8080 6.1157
H: -1.1408 -1.8944 4.7780
H: 0.0816 -0.6036 4.8196
H: 3.1049 -2.1687 5.4380
H: 3.0166 -1.2006 3.9600
H: 3.5508 -2.8899 3.8890
H: 1.1131 -4.7716 5.5227
H: 1.4361 -5.1794 3.8330
H: -0.2181 -4.8254 4.3591
H: -0.0283 -3.2244 1.8756
H: 0.5351 -1.5264 1.9662

Cartesian forces (eV/Å) of the 6 atoms listed first:
0.1 0.3 -0.1
-0.1 0.0 -0.1
-0.2 -0.2 0.1
0.0 0.0 0.0
0.0 0.1 0.0
0.0 -0.1 0.1